#w
{"formula": "C3H9N3O", "method": "the ωB97M-V functional and the def2-TZVPD basis", "species": ["C", "H", "C", "N", "O", "H", "N", "H", "H", "N", "H", "H", "H", "H", "C", "H"], "coordinates": [[1.42, 0.62, 0.51], [0.37, 2.20, -0.19], [-1.26, -0.90, 0.20], [-0.16, -1.04, -0.49], [0.56, -2.15, -0.01], [0.64, 0.51, 1.32], [1.32, 1.84, -0.11], [1.81, 1.90, -0.99], [-2.94, 0.37, 0.50], [2.46, -0.14, 0.47], [-3.07, -0.73, -0.88], [-2.01, 0.70, -1.00], [-1.50, -1.62, 1.01], [1.49, -1.81, 0.01], [-2.38, -0.08, -0.33], [3.24, 0.33, -0.01]], "gap_ha": 0.3695, "spin_multiplicity": 1}

#x
{"formula": "C3H9N3O", "method": "the ωB97M-V functional and the def2-TZVPD basis", "species": ["C", "H", "H", "H", "H", "H", "O", "H", "C", "N", "H", "C", "N", "N", "H", "H"], "coordinates": [[1.26, 0.22, -0.68], [-2.68, -0.72, -1.11], [0.96, 1.38, 1.10], [-0.27, 1.60, -0.16], [-1.70, -0.57, 1.63], [1.35, 2.34, -0.31], [0.68, -2.19, 0.23], [-1.28, -1.23, -0.66], [1.19, -1.13, 0.01], [2.39, -0.56, -0.13], [3.17, -0.41, 0.47], [0.79, 1.47, 0.03], [-1.91, -0.43, -0.52], [-2.36, -0.47, 0.86], [-2.83, 0.43, 1.01], [1.25, 0.27, -1.77]], "gap_ha": 0.3309, "spin_multiplicity": 1}

Taking the most stable structure as the zero point, the relative energies in kJ/mol are #w 0.0; #x 47.0.